(1)
Entry from the Open Molecules 2025 dataset: a cluster of 2 separate species, C9H9N3O2 in total at a distorted geometry (ωB97M-V with the def2-TZVPD basis set).

```
23
Properties=species:S:1:pos:R:3:mulliken_charge:R:1
O 0.256 0.878 3.774 -0.503
C 0.027 1.593 2.842 0.280
C -1.335 2.112 2.427 -0.348
C -1.363 2.938 1.385 0.027
N -0.285 3.291 0.642 -0.116
C 1.000 2.866 0.739 0.367
O 1.890 3.078 -0.080 -0.599
N 1.095 2.406 2.020 -0.187
H -2.390 1.954 2.684 0.292
H -2.343 3.343 1.010 0.270
H -0.661 4.072 -0.028 0.283
H 2.009 2.134 2.324 0.235
C 0.067 -1.755 -2.354 -0.133
C -0.884 -2.754 -2.602 -0.325
C -0.678 -3.924 -1.882 -0.033
N 0.363 -4.159 -0.998 -0.575
C 1.303 -3.150 -0.833 -0.260
C 1.144 -1.896 -1.428 -0.420
H 0.322 -0.886 -2.961 0.348
H -1.844 -2.822 -3.322 0.218
H -1.341 -4.794 -2.130 0.311
H 1.934 -3.514 -0.117 0.490
H 1.715 -1.011 -1.110 0.379
```

Values from the calculation:
- highest occupied orbital energy (Ha) = -0.3519
- M (g mol⁻¹) = 191.2
- HOMO-LUMO gap (eV) = 9.8375

=====

(2)
Entry from the Open Molecules 2025 dataset: a cluster of 2 separate species, C9H9N3O2 in total at a distorted geometry (ωB97M-V with the def2-TZVPD basis set).

```
23
Properties=species:S:1:pos:R:3:mulliken_charge:R:1
O -2.910 2.515 1.561 -0.532
C -2.219 2.931 0.695 0.368
C -2.271 4.397 0.258 -0.493
C -1.489 4.698 -0.847 -0.100
N -0.771 3.728 -1.548 -0.125
C -0.615 2.399 -1.217 0.307
O 0.027 1.570 -1.768 -0.563
N -1.246 2.124 0.034 -0.099
H -2.684 5.222 0.776 0.396
H -1.434 5.727 -1.134 0.373
H -0.062 4.163 -2.246 0.285
H -1.102 1.175 0.262 0.185
C 1.357 -3.474 -0.687 -0.324
C 1.235 -4.751 -0.166 -0.422
C 1.327 -4.952 1.273 -0.168
N 1.774 -3.909 2.129 -0.538
C 1.796 -2.768 1.417 0.065
C 1.528 -2.485 0.124 -0.313
H 1.248 -3.520 -1.686 0.479
H 1.379 -5.534 -0.849 0.347
H 1.473 -6.020 1.699 0.298
H 2.121 -1.840 1.984 0.266
H 1.537 -1.394 -0.065 0.308
```

Values from the calculation:
- highest occupied orbital energy (Ha) = -0.3488
- M (g mol⁻¹) = 191.2
- HOMO-LUMO gap (eV) = 9.8911

=====

(3)
Entry from the Open Molecules 2025 dataset: an isolated molecule of C9H9N5O3S2 at a distorted geometry (ωB97M-V with the def2-TZVPD basis set).

```
28
Properties=species:S:1:pos:R:3:mulliken_charge:R:1
C -0.322 -3.882 -1.297 -0.784
S -1.732 -2.766 -1.654 -0.083
C -1.903 -1.966 -0.085 0.262
N -2.588 -2.427 0.963 -0.721
N -2.405 -1.506 1.978 0.506
C -3.141 -1.522 3.233 -0.853
C -1.601 -0.489 1.551 0.159
S -1.094 0.775 2.545 -0.348
N -1.272 -0.749 0.233 0.538
N -0.281 -0.130 -0.473 -0.683
C -0.138 1.187 -0.420 -0.702
C 1.105 1.849 -0.837 0.310
C 2.256 1.162 -1.198 -0.027
C 3.221 2.168 -1.582 -0.434
C 2.632 3.389 -1.345 0.007
N 3.285 4.626 -1.497 0.957
O 4.475 4.649 -1.837 -0.561
O 2.638 5.638 -1.232 -0.550
O 1.349 3.219 -0.881 -0.328
H -0.558 -4.532 -0.421 0.299
H 0.588 -3.335 -1.124 0.223
H -0.203 -4.553 -2.145 0.329
H -3.649 -2.490 3.286 0.309
H -3.834 -0.674 3.302 0.328
H -2.472 -1.458 4.091 0.318
H -0.901 1.736 0.088 0.642
H 2.326 0.053 -1.228 0.426
H 4.218 2.029 -2.013 0.460
```

Values from the calculation:
- highest occupied orbital energy (Ha) = -0.3045
- M (g mol⁻¹) = 299.3
- HOMO-LUMO gap (eV) = 6.7756

=====

(4)
Entry from the Open Molecules 2025 dataset: an isolated molecule of C9H9NO2 at a distorted geometry (ωB97M-V with the def2-TZVPD basis set).

```
21
Properties=species:S:1:pos:R:3:mulliken_charge:R:1
O 3.631 -0.742 -0.209 -0.531
C 2.575 -0.302 -0.077 0.304
C 2.256 1.113 0.605 -0.535
C 0.973 1.784 -0.061 -0.841
C -0.192 0.714 -0.111 0.610
C -1.526 1.067 -0.385 -0.636
C -2.599 0.183 -0.082 0.560
O -3.972 0.410 -0.015 -0.562
C -2.141 -1.122 0.128 -0.293
C -0.829 -1.557 0.208 -1.003
C 0.247 -0.660 0.153 0.407
N 1.464 -1.051 -0.313 -0.102
H 3.034 1.779 0.144 0.278
H 2.281 1.115 1.732 0.304
H 0.790 2.619 0.486 0.475
H 1.528 2.224 -0.920 0.286
H -1.428 2.187 -0.524 0.301
H -4.203 -0.499 0.538 0.352
H -2.830 -1.978 0.491 0.057
H -0.732 -2.610 0.201 0.280
H 1.455 -2.138 -0.429 0.289
```

Values from the calculation:
- highest occupied orbital energy (Ha) = -0.2933
- M (g mol⁻¹) = 163.2
- HOMO-LUMO gap (eV) = 8.6379